26
Properties=species:S:1:pos:R:3 method="wB97M-V/def2-TZVPD" orbital_gap_ev=9.046 lumo_ev=0.9 charge=0 smiles=C[Si](C)(C)Nc1ccccc1 relative_energy_kcal_mol=0.0
C 3.262 0.597 -0.366
Si 1.597 -0.049 0.035
C 1.448 -0.157 1.879
C 1.442 -1.791 -0.763
N 0.342 0.988 -0.643
C -1.020 0.662 -0.482
C -1.584 -0.484 -0.980
C -2.938 -0.806 -0.690
C -3.648 -0.016 0.167
C -3.071 1.243 0.570
C -1.767 1.552 0.298
H 3.167 1.517 -0.899
H 3.890 0.768 0.524
H 3.671 -0.159 -1.088
H 0.376 -0.411 2.169
H 1.951 -1.135 2.091
H 1.975 0.650 2.395
H 0.676 -2.334 -0.347
H 1.256 -1.736 -1.874
H 2.347 -2.353 -0.702
H 0.547 1.959 -0.663
H -1.002 -0.883 -1.745
H -3.360 -1.654 -1.134
H -4.555 -0.387 0.524
H -3.676 1.969 1.078
H -1.327 2.448 0.649

=====

27
Properties=species:S:1:pos:R:3 method="wB97M-V/def2-TZVPD" orbital_gap_ev=9.100 lumo_ev=0.8 charge=0 smiles=C[C@H]1Cc2ccccc2N1[SiH2][SiH3] relative_energy_kcal_mol=2.9
C 2.217 1.352 -0.308
C 1.591 0.012 0.180
C 1.310 0.181 1.702
C -0.153 -0.033 1.811
C -0.817 0.057 2.952
C -2.239 0.085 2.802
C -2.845 -0.163 1.623
C -2.114 -0.189 0.433
C -0.756 -0.131 0.603
N 0.417 -0.230 -0.538
Si 0.081 -1.292 -1.817
Si 0.139 -0.251 -3.872
H 3.305 1.555 -0.104
H 1.607 2.196 0.146
H 2.144 1.488 -1.343
H 2.351 -0.840 -0.023
H 1.419 1.199 1.861
H 1.967 -0.483 2.252
H -0.240 0.595 3.770
H -2.785 0.221 3.732
H -3.851 -0.411 1.599
H -2.551 -0.135 -0.562
H -1.236 -1.932 -1.540
H 1.086 -2.395 -1.837
H -0.258 -1.574 -4.600
H -0.946 0.598 -4.326
H 1.156 0.521 -4.598